This record from the Open Molecules 2025 dataset describes a molecular structure, C51H28Cl4N5O4Ti. The level of theory is ωB97M-V with the def2-TZVPD basis set.

Calculated values
* DFT total energy: -142189.44567 eV
* orbital gap (spin up / spin down): 5.514 / 5.612 eV
* 2S+1: 2
* ΔE to the lowest compared entry with this formula, charge and spin: 0.387 eV
* LUMO level (spin up / spin down): -0.99 / -1.92 eV

Geometry (Å):
Ti 0.280 -0.414 -0.317
Cl 4.118 5.536 6.303
C 3.401 4.491 5.112
C 2.266 4.913 4.436
C 1.691 4.075 3.497
C 2.252 2.833 3.206
C 3.386 2.430 3.907
C 3.966 3.253 4.863
C 1.586 1.917 2.229
C 2.328 1.480 1.162
C 3.685 1.960 0.911
C 4.213 1.252 -0.101
C 3.187 0.345 -0.574
C 3.321 -0.454 -1.714
C 4.702 -0.579 -2.272
C 5.061 0.084 -3.442
C 6.345 -0.017 -3.953
C 7.276 -0.793 -3.282
Cl 8.890 -0.927 -3.918
C 6.947 -1.462 -2.116
C 5.657 -1.349 -1.616
C 2.292 -1.085 -2.425
N 0.932 -1.017 -2.146
C 0.278 -1.723 -3.137
C -1.099 -2.047 -3.160
C -1.602 -3.034 -4.156
C -1.394 -4.397 -3.959
C -1.874 -5.332 -4.864
C -2.566 -4.892 -5.980
Cl -3.175 -6.056 -7.120
C -2.782 -3.543 -6.205
C -2.296 -2.622 -5.289
C -1.942 -1.568 -2.181
C -3.243 -2.111 -1.750
C -3.512 -1.640 -0.524
C -2.427 -0.695 -0.181
N -1.554 -0.631 -1.300
C -3.155 0.606 2.194
C -1.934 1.053 3.001
C -1.346 0.774 4.206
C 0.034 1.070 4.053
C 0.264 1.510 2.759
N -0.976 1.566 2.164
C -4.188 1.703 1.948
C -4.293 2.792 2.797
C -5.277 3.750 2.601
C -6.154 3.608 1.541
Cl -7.388 4.805 1.283
C -6.067 2.526 0.679
C -5.083 1.575 0.892
C 1.239 -2.211 -4.068
C 2.471 -1.833 -3.629
N 2.070 0.493 0.188
H 1.841 5.883 4.651
H 0.791 4.385 2.980
H 3.812 1.455 3.709
H 4.841 2.935 5.412
H 4.161 2.759 1.453
H 5.193 1.355 -0.536
H 4.324 0.690 -3.954
H 6.627 0.500 -4.860
H 7.689 -2.063 -1.610
H 5.386 -1.868 -0.705
H -0.847 -4.729 -3.085
H -1.717 -6.390 -4.708
H -3.323 -3.222 -7.085
H -2.458 -1.564 -5.456
H -3.831 -2.818 -2.314
H -4.354 -1.875 0.107
H -1.821 0.328 5.064
H 0.797 0.975 4.808
H -3.586 2.903 3.611
H -5.359 4.604 3.258
H -6.759 2.435 -0.146
H -5.009 0.737 0.208
H 1.002 -2.789 -4.947
H 3.422 -2.044 -4.087
O -2.067 2.727 0.422
C -1.405 1.556 0.768
O -0.371 1.330 -0.056
C -2.341 0.327 0.904
C -3.885 -0.563 2.823
C -3.435 -1.789 3.098
C -2.130 -2.341 2.788
C -1.280 -1.892 1.866
N -1.430 -0.814 0.977
C 0.032 -2.584 1.599
O 0.431 -3.534 2.213
O 0.681 -2.016 0.584
H -1.625 3.049 -0.374
H -4.899 -0.332 3.125
H -4.112 -2.454 3.622
H -1.799 -3.224 3.322

Forces on atoms 1 to 6 (eV/Å):
-0.142 -0.230 -0.169
-0.004 -0.019 -0.014
0.029 0.042 0.043
-0.002 -0.007 -0.012
-0.022 0.011 -0.012
0.101 -0.113 0.005